[1]
Formula: C38H77BrN2O4PS2
Source: OMol25
Level of theory: ωB97M-V with the def2-TZVPD basis set

Positions of all 125 atoms, in Å:
Br (1.995, -1.160, -1.325)
S (-0.565, 4.710, -5.574)
S (0.575, 0.967, -8.023)
P (-0.315, 4.820, -3.668)
O (1.683, -0.052, -7.864)
O (2.963, 2.705, -2.263)
O (1.260, 2.409, -8.526)
O (-0.424, 0.411, -8.992)
N (-0.131, 5.202, -0.996)
N (0.567, 2.174, -2.654)
C (1.739, 1.308, 0.428)
C (-4.125, 1.464, -2.818)
C (-1.941, -2.961, 0.727)
C (8.482, -3.028, 2.535)
C (0.835, 1.588, -5.265)
C (-6.396, -0.327, -1.660)
C (2.275, 0.814, -0.986)
C (-5.035, -0.142, -0.906)
C (-0.248, 5.161, 0.511)
C (0.918, 3.650, -2.844)
C (-0.229, -4.382, -0.521)
C (-4.355, -4.544, 1.956)
C (-1.933, -3.751, 2.039)
C (-4.244, -0.980, 7.257)
C (-3.873, 0.762, -1.463)
C (1.922, 1.659, -2.285)
C (-2.948, -0.346, 3.773)
C (0.170, 1.355, -3.856)
C (-0.282, 1.235, -6.406)
C (1.152, 4.516, -1.447)
C (-3.619, 0.317, 6.763)
C (-1.625, -3.774, -0.529)
C (7.881, -1.659, 2.211)
C (-1.180, 0.609, -1.382)
C (-0.635, 2.058, -1.769)
C (6.356, -1.630, 2.073)
C (-5.488, 1.270, -3.566)
C (2.498, 3.682, -3.280)
C (8.021, -3.589, 3.873)
C (5.775, -2.574, 1.019)
C (-4.333, 0.045, 4.291)
C (-2.570, 0.888, -0.555)
C (-4.338, 0.915, 5.552)
C (-2.101, 0.847, 3.352)
C (-6.651, 0.401, -3.022)
C (-2.892, -4.941, 2.092)
C (2.272, 0.270, 1.579)
C (6.238, -2.257, -0.396)
H (-0.790, 0.269, -6.021)
H (-2.636, -5.673, 1.318)
H (-3.314, 2.132, -3.281)
H (1.949, 2.640, -7.849)
H (4.683, -2.499, 1.052)
H (1.443, 3.850, -0.569)
H (-1.213, -2.144, 0.813)
H (7.319, -2.374, -0.505)
H (-2.917, -2.480, 0.598)
H (0.651, 5.740, 0.933)
H (1.939, 5.330, -1.575)
H (-1.110, 2.028, -6.435)
H (-2.369, -4.564, -0.673)
H (-4.946, -0.712, 0.087)
H (3.131, -0.388, 1.218)
H (-3.892, 1.889, 5.324)
H (-1.621, 4.641, -3.062)
H (2.708, 0.901, 2.447)
H (-0.105, -5.099, 0.294)
H (2.388, 0.978, -3.102)
H (-1.499, -0.064, -2.242)
H (-4.189, -1.769, 6.502)
H (-3.717, -1.337, 8.146)
H (-1.172, 5.812, 0.761)
H (3.429, 0.875, -0.898)
H (8.269, -2.906, 4.690)
H (0.611, 1.349, 0.562)
H (1.675, 0.809, -5.442)
H (-2.758, -5.451, 3.051)
H (-2.645, 0.144, 0.326)
H (6.018, -3.614, 1.261)
H (-2.560, 0.153, 6.536)
H (8.514, -4.545, 4.070)
H (8.169, -0.950, 2.996)
H (-7.634, 0.294, -3.588)
H (8.337, -1.286, 1.288)
H (-2.178, -3.063, 2.857)
H (-4.908, -0.868, 4.477)
H (-7.250, -0.964, -1.228)
H (5.972, -1.233, -0.673)
H (-2.498, 1.945, -0.103)
H (-0.364, 4.109, 0.934)
H (-5.380, 1.119, 5.825)
H (-4.995, -5.426, 2.044)
H (-4.561, -4.082, 0.987)
H (5.759, -2.934, -1.109)
H (-1.710, -3.113, -1.399)
H (0.055, 6.209, -1.189)
H (1.261, 2.596, -5.534)
H (6.942, -3.766, 3.886)
H (-0.977, 1.369, -4.022)
H (-2.606, 1.428, 2.574)
H (-0.541, 0.012, -0.652)
H (5.898, -1.861, 3.041)
H (8.258, -3.744, 1.739)
H (-5.293, -0.830, 7.524)
H (-0.044, -4.913, -1.458)
H (0.181, 6.161, -3.403)
H (-1.513, 2.598, -2.295)
H (-0.553, 2.594, -0.748)
H (3.015, 4.695, -3.317)
H (0.531, -3.604, -0.416)
H (-2.410, -0.934, 4.522)
H (-4.870, 0.581, 3.500)
H (-1.142, 0.504, 2.951)
H (-3.648, 1.048, 7.577)
H (1.402, -0.316, 2.049)
H (-4.643, -3.840, 2.742)
H (-3.078, -1.003, 2.905)
H (-0.918, -4.108, 2.243)
H (6.051, -0.603, 1.835)
H (-5.639, 1.833, -4.543)
H (2.235, 2.313, 0.718)
H (0.400, 0.252, -3.584)
H (-1.889, 1.508, 4.195)
H (2.831, 3.168, -4.235)
H (9.572, -2.928, 2.559)

Computed properties:
- net charge = +1
- LUMO (Eh) = -0.0999
- gap between HOMO and LUMO (eV) = 8.41

[2]
Formula: C38H77N4O4
Source: OMol25
Level of theory: ωB97M-V with the def2-TZVPD basis set

Positions of all 123 atoms, in Å:
O (-2.839, -2.958, -6.013)
O (4.041, 3.726, 2.452)
O (-0.019, -2.995, -0.504)
O (-4.311, 2.246, -2.754)
N (4.993, -3.530, 6.564)
N (-5.183, 2.740, -1.955)
N (4.472, 2.584, 2.824)
N (-3.533, -2.398, -5.096)
C (1.030, -2.220, -1.069)
C (-3.982, 3.648, -0.008)
C (2.971, -3.813, -0.320)
C (-3.112, -2.791, -3.710)
C (-4.030, -0.828, -6.905)
C (2.839, 2.922, 4.625)
C (-2.585, -4.220, -3.749)
C (-2.001, -1.839, -3.256)
C (4.009, 2.070, 4.155)
C (-7.148, 4.330, -1.956)
C (2.210, -3.088, -1.455)
C (5.161, 2.228, 5.158)
C (3.589, -1.605, 2.830)
C (-2.362, -0.369, -3.440)
C (-0.770, -2.215, 0.402)
C (3.519, -1.931, 1.339)
C (-3.882, -0.962, -5.394)
C (-5.213, -0.534, -4.762)
C (-4.882, 2.507, -0.499)
C (5.322, 0.332, 2.303)
C (6.839, -3.050, 4.941)
C (-6.158, 2.392, 0.338)
C (-4.770, 5.168, -1.840)
C (2.806, -3.261, 1.096)
C (6.398, -2.039, 3.884)
C (5.897, 2.280, 0.885)
C (3.548, 1.486, 0.827)
C (4.783, 1.643, 1.715)
C (-5.680, 4.105, -3.923)
C (-4.285, -2.779, -2.724)
C (-2.741, -0.072, -4.887)
C (5.733, -4.014, 5.390)
C (5.403, -0.997, 4.412)
C (4.455, -0.409, 3.348)
C (-4.142, 1.181, -0.364)
C (-4.525, 5.034, -0.340)
C (3.514, 0.623, 4.010)
C (-5.701, 4.085, -2.398)
H (-4.342, 0.194, -7.130)
H (2.561, -1.443, 3.174)
H (5.306, -3.978, 7.415)
H (5.618, -0.312, 1.475)
H (-2.997, 3.533, -0.472)
H (3.797, 0.847, -0.021)
H (2.972, -1.142, 0.831)
H (4.039, -3.815, -0.557)
H (2.895, -2.467, -2.039)
H (3.213, -3.997, 1.797)
H (2.572, 0.661, 3.457)
H (-3.803, 5.789, -0.024)
H (-0.209, -2.070, 1.335)
H (-2.371, -4.532, -2.724)
H (6.384, 1.525, 0.265)
H (-0.993, -1.227, -0.022)
H (-1.773, -2.045, -2.207)
H (1.306, -1.416, -0.380)
H (6.121, 1.974, 4.710)
H (-7.753, 3.432, -2.082)
H (4.808, -1.418, 5.227)
H (-4.825, -1.841, -2.682)
H (7.675, -3.633, 4.542)
H (-4.709, 0.368, -0.822)
H (-1.510, 0.254, -3.158)
H (5.016, 1.576, 6.020)
H (-1.866, -0.222, -5.527)
H (-3.897, -2.979, -1.724)
H (-5.205, 6.143, -2.076)
H (-5.963, -1.320, -4.861)
H (-4.996, -3.567, -2.976)
H (-3.327, -4.896, -4.175)
H (0.644, -1.745, -1.981)
H (4.518, -1.985, 0.897)
H (-3.812, 5.108, -2.364)
H (-4.671, 4.020, -4.315)
H (-6.835, 3.230, 0.241)
H (6.177, -4.995, 5.582)
H (-6.702, 1.486, 0.069)
H (-3.098, -1.032, -7.422)
H (-6.110, 5.049, -4.262)
H (-5.878, 2.319, 1.390)
H (-4.024, 0.962, 0.699)
H (-3.159, 1.218, -0.824)
H (-1.712, -2.715, 0.623)
H (7.286, -1.526, 3.502)
H (1.745, -3.168, 1.339)
H (-3.177, -0.087, -2.773)
H (2.703, 1.043, 1.352)
H (3.908, -2.518, 3.339)
H (-5.127, -0.248, -3.718)
H (3.246, 2.464, 0.453)
H (5.023, -4.156, 4.570)
H (-3.843, 3.534, 1.070)
H (6.257, 0.605, 2.805)
H (2.661, -4.859, -0.315)
H (-5.441, 5.231, 0.224)
H (-4.788, -1.515, -7.283)
H (5.976, -2.590, 3.035)
H (2.010, 2.882, 3.918)
H (7.215, -2.520, 5.822)
H (-1.090, -2.058, -3.823)
H (-6.275, 3.286, -4.329)
H (3.137, 3.958, 4.771)
H (2.496, 2.523, 5.582)
H (5.501, 3.068, 0.246)
H (-5.574, 0.350, -5.289)
H (3.998, -3.686, 6.475)
H (6.639, 2.735, 1.543)
H (-1.674, -4.301, -4.335)
H (5.990, -0.189, 4.853)
H (-7.572, 5.113, -2.585)
H (-3.051, 0.971, -4.993)
H (1.823, -3.841, -2.146)
H (5.213, 3.260, 5.506)
H (3.260, 0.264, 5.013)
H (-7.238, 4.672, -0.928)

Computed properties:
- LUMO (spin up / spin down) (Eh) = 0.0152 / 0.0140
- gap between HOMO and LUMO (spin up / spin down) (eV) = 8.06 / 9.31
- multiplicity = 4

[3]
Formula: C38H78Br3N10O
Source: OMol25
Level of theory: ωB97M-V with the def2-TZVPD basis set

Positions of all 130 atoms, in Å:
Br (23.806, 28.938, 8.119)
Br (21.160, 20.178, 9.119)
Br (25.490, 24.207, 6.622)
O (14.001, 29.593, 14.478)
N (22.229, 26.674, 17.728)
N (18.865, 28.709, 8.935)
N (24.275, 27.337, 18.508)
N (21.407, 24.557, 8.646)
N (22.123, 21.559, 17.095)
N (21.977, 21.288, 3.678)
N (18.116, 26.812, 7.973)
N (21.365, 20.148, 15.634)
N (20.605, 24.677, 10.724)
N (17.141, 28.776, 14.199)
C (18.801, 29.999, 9.711)
C (18.163, 27.989, 13.311)
C (21.754, 25.801, 9.100)
C (18.019, 21.540, 6.896)
C (22.283, 26.556, 19.069)
C (20.440, 21.310, 3.853)
C (19.288, 27.250, 7.298)
C (22.209, 21.340, 2.088)
C (15.972, 29.199, 13.151)
C (17.819, 27.809, 8.832)
C (26.223, 28.415, 19.604)
C (20.097, 24.403, 12.136)
C (19.731, 28.391, 7.916)
C (23.461, 27.273, 17.391)
C (21.135, 26.413, 16.805)
C (21.291, 24.028, 12.981)
C (23.723, 22.895, 3.128)
C (21.206, 25.903, 10.407)
C (14.976, 30.205, 13.653)
C (22.643, 22.647, 4.125)
C (22.638, 19.998, 4.301)
C (20.009, 21.362, 5.316)
C (20.085, 30.111, 10.552)
C (20.071, 20.175, 13.380)
C (20.507, 19.442, 14.660)
C (23.172, 22.421, 1.756)
C (17.348, 25.660, 7.677)
C (22.267, 19.464, 16.451)
C (18.491, 21.167, 5.521)
C (20.725, 23.834, 9.669)
C (21.265, 21.440, 16.008)
C (25.825, 27.573, 18.434)
C (21.745, 24.096, 7.303)
C (16.521, 27.809, 15.216)
C (17.725, 29.968, 14.913)
C (22.135, 22.780, 17.859)
C (22.721, 20.345, 17.377)
C (23.483, 26.985, 19.557)
H (15.901, 27.071, 14.706)
H (20.924, 30.308, 9.884)
H (16.147, 28.365, 16.075)
H (19.622, 25.272, 12.592)
H (15.462, 31.052, 14.137)
H (16.950, 27.786, 9.473)
H (17.416, 27.344, 15.632)
H (21.845, 23.012, 7.245)
H (19.502, 19.186, 14.994)
H (21.040, 27.369, 16.291)
H (20.488, 22.092, 15.636)
H (22.812, 20.099, 5.372)
H (14.578, 30.678, 12.755)
H (20.603, 28.984, 7.684)
H (22.988, 22.528, 5.152)
H (20.834, 24.368, 6.769)
H (23.539, 20.101, 3.696)
H (20.270, 25.963, 17.292)
H (19.938, 19.475, 12.556)
H (18.007, 30.025, 10.458)
H (13.302, 30.237, 14.613)
H (26.224, 26.559, 18.386)
H (20.485, 20.691, 6.031)
H (23.890, 26.919, 20.555)
H (18.572, 21.055, 7.701)
H (20.239, 22.391, 5.593)
H (20.810, 20.858, 12.961)
H (25.815, 29.421, 19.706)
H (22.279, 26.536, 8.509)
H (23.802, 21.963, 0.993)
H (17.489, 27.191, 13.000)
H (18.179, 20.213, 5.095)
H (20.985, 18.481, 14.473)
H (20.294, 22.844, 9.658)
H (16.371, 25.887, 7.250)
H (15.481, 28.282, 12.826)
H (21.921, 24.916, 12.934)
H (23.598, 27.564, 16.360)
H (19.584, 26.807, 6.358)
H (17.940, 21.799, 4.825)
H (16.489, 29.756, 12.370)
H (19.022, 27.545, 13.816)
H (18.643, 30.866, 9.069)
H (21.809, 23.140, 12.619)
H (20.293, 29.142, 11.006)
H (16.993, 30.477, 15.541)
H (24.061, 23.922, 2.989)
H (22.685, 23.300, 1.335)
H (21.168, 26.681, 11.155)
H (21.489, 25.922, 19.435)
H (27.295, 28.608, 19.568)
H (21.258, 25.590, 16.100)
H (18.021, 22.604, 7.132)
H (22.026, 19.137, 4.034)
H (20.061, 30.686, 11.477)
H (26.037, 27.848, 20.517)
H (18.114, 30.581, 14.100)
H (21.983, 23.514, 4.143)
H (22.565, 24.596, 6.787)
H (17.998, 25.156, 6.961)
H (23.334, 20.188, 18.252)
H (19.127, 20.716, 13.455)
H (22.046, 22.708, 18.943)
H (21.338, 23.465, 17.569)
H (26.155, 28.028, 17.500)
H (19.467, 23.517, 12.064)
H (22.678, 20.395, 1.813)
H (22.465, 18.402, 16.469)
H (17.350, 24.889, 8.448)
H (24.614, 22.313, 3.363)
H (18.576, 28.662, 12.560)
H (20.096, 22.296, 3.538)
H (16.982, 21.329, 7.160)
H (21.247, 21.512, 1.607)
H (21.017, 23.852, 14.021)
H (19.945, 20.530, 3.275)
H (23.039, 23.370, 17.710)
H (18.572, 29.609, 15.498)

Computed properties:
- net charge = +3
- LUMO (Eh) = -0.2691
- gap between HOMO and LUMO (eV) = 2.46

no.,E (eV)
1,-152810.8586
2,-54800.8515
3,-267715.9657